Entry 1:
This record from OMol25 describes a structure of composition C18H31AuN3OTa at a distorted geometry. The level of theory is ωB97M-V/def2-TZVPD.

Results
Multiplicity: 1
HOMO: -0.5275 Eh
Lowest unoccupied orbital energy: -9.4 eV
ΔE to the lowest compared entry with this formula, charge and spin: 0.0 kcal per mole
Net charge: +2

Cartesian coordinates (Å):
N -1.896 -0.301 0.576
C -2.804 -1.103 0.791
O -3.708 -1.845 0.933
Au -0.068 3.098 0.741
Ta -0.096 0.429 0.303
N 0.463 1.867 -1.026
N 0.761 -1.131 -0.516
C -0.339 2.431 -2.142
C 0.220 -2.214 -1.377
C 0.009 3.918 -2.224
C 0.029 1.744 -3.455
C -1.802 2.231 -1.804
C -0.104 -3.381 -0.449
C 1.271 -2.567 -2.428
C -1.027 -1.763 -2.110
H -0.136 4.405 -1.246
H -0.658 4.395 -2.953
H 1.048 4.056 -2.539
H 1.080 1.920 -3.709
H -0.590 2.187 -4.251
H -0.174 0.667 -3.418
H -2.061 1.169 -1.637
H -2.405 2.613 -2.643
H -2.072 2.809 -0.907
H 0.810 -3.781 0.005
H -0.604 -4.179 -1.021
H -0.778 -3.053 0.357
H 2.152 -3.034 -1.975
H 1.571 -1.659 -2.969
H 0.837 -3.272 -3.152
H -1.318 -2.585 -2.787
H -0.833 -0.877 -2.731
H -1.877 -1.583 -1.448
C 1.933 1.920 -1.242
H 2.448 1.477 -0.378
H 2.216 1.373 -2.156
H 2.223 2.978 -1.331
C 2.120 -1.382 0.021
H 2.486 -0.505 0.572
H 2.134 -2.263 0.682
H 2.822 -1.549 -0.811
C 0.563 0.321 2.314
C 0.031 -0.929 2.991
C -1.287 -0.927 3.464
C -1.875 -2.114 3.885
C -1.130 -3.295 3.915
C 0.200 -3.289 3.482
C 0.803 -2.103 3.067
H 0.081 1.261 2.651
H 1.653 0.443 2.319
H -1.830 0.024 3.472
H -2.926 -2.114 4.186
H -1.593 -4.220 4.269
H 0.778 -4.218 3.478
H 1.852 -2.071 2.755

Atomic partial charges in e from the natural (NBO) method, atoms 1 to 5: N -0.95; C 0.96; O -0.39; Au 0.79; Ta 2.10



Entry 2:
This record from OMol25 describes a structure of composition C2H2CaCl3O6 at a distorted geometry. The level of theory is ωB97M-V/def2-TZVPD.

Results
Multiplicity: 1
HOMO: 0.0186 Eh
Lowest unoccupied orbital energy: 7.4 eV
ΔE to the lowest compared entry with this formula, charge and spin: 1.9 kcal per mole
Net charge: -3

Cartesian coordinates (Å):
Ca -6.233 -0.976 1.356
Cl -6.978 1.691 2.220
Cl -6.191 -0.369 -1.458
Cl -3.342 -1.007 1.634
O -3.970 -1.838 4.760
C -5.413 -1.884 4.822
O -5.945 -1.664 3.648
O -6.085 -2.136 5.839
H -3.842 -1.432 3.900
O -9.017 -3.902 0.274
C -8.100 -3.020 0.633
O -8.534 -1.929 0.931
O -6.885 -3.259 0.632
H -9.796 -3.355 0.147

Atomic partial charges in e from the natural (NBO) method, atoms 1 to 5: Ca 1.82; Cl -0.96; Cl -0.96; Cl -0.95; O -0.80



Entry 3:
This record from OMol25 describes the molecule C31H39Cl3IN2O3PS at a distorted geometry. The level of theory is ωB97M-V/def2-TZVPD.

Results
Multiplicity: 1
HOMO: -0.3030 Eh
Lowest unoccupied orbital energy: -0.9 eV
Net charge: 0

Cartesian coordinates (Å):
C 3.902 0.116 3.613
C 3.694 -0.665 2.264
C 2.168 -1.104 1.995
Cl 0.962 -0.163 2.966
C 1.957 -0.993 0.449
C 1.781 0.261 -0.279
C 1.628 0.347 -1.754
C 1.603 -0.882 -2.548
S 1.387 -0.748 -4.364
C 1.732 -2.163 -1.834
C 1.652 -3.493 -2.688
C 0.159 -4.016 -2.516
O -0.072 -5.202 -2.540
N -0.856 -2.987 -2.364
C -1.787 -3.278 -1.240
C -1.725 -2.895 -3.582
C 1.929 -2.249 -0.360
P 2.090 -3.967 0.358
C 3.719 -4.218 1.258
C 0.666 -4.236 1.581
C 1.494 1.768 -2.410
O 2.091 2.082 -3.410
C 0.559 2.743 -1.620
C -0.373 3.623 -2.293
C -0.499 3.699 -3.846
Cl -0.633 5.491 -4.264
C -1.755 2.902 -4.444
C -3.011 3.820 -4.750
Cl -2.251 1.600 -3.279
C -1.259 4.487 -1.481
C -1.154 4.416 -0.016
I -2.503 5.704 1.082
C -0.189 3.504 0.658
C -0.184 3.466 2.234
C -1.433 2.533 2.630
C -1.366 1.980 4.111
C -1.932 0.496 4.149
C -3.512 0.426 4.206
N -3.900 -0.740 3.330
C 0.688 2.654 -0.140
C 1.740 1.650 0.458
O 2.470 1.935 1.376
H 3.327 -0.341 4.456
H 4.994 0.017 3.893
H 3.719 1.222 3.523
H 4.288 -1.621 2.336
H 4.126 -0.104 1.391
H 2.106 -2.174 2.334
H 0.121 -1.247 -4.565
H 2.381 -4.240 -2.298
H 1.890 -3.287 -3.768
H -2.181 -4.323 -1.383
H -1.206 -3.177 -0.287
H -2.658 -2.569 -1.239
H -2.607 -3.591 -3.443
H -2.069 -1.836 -3.762
H -1.181 -3.282 -4.491
H 3.904 -5.331 1.264
H 4.585 -3.708 0.769
H 3.569 -3.920 2.334
H -0.136 -3.451 1.463
H 0.170 -5.235 1.418
H 1.022 -4.240 2.656
H 0.403 3.327 -4.394
H -1.424 2.507 -5.442
H -3.351 4.370 -3.837
H -2.826 4.496 -5.627
H -3.855 3.138 -5.061
H -2.016 5.159 -1.956
H 0.772 3.067 2.646
H -0.445 4.483 2.632
H -2.412 3.066 2.451
H -1.428 1.688 1.876
H -0.286 1.946 4.423
H -1.978 2.674 4.749
H -1.643 0.001 3.178
H -1.479 -0.077 5.010
H -4.023 1.322 3.774
H -3.870 0.152 5.239
H -3.180 -1.461 3.423
H -4.799 -1.127 3.618

Atomic partial charges in e from the Löwdin method, atoms 1 to 5: C -0.14; C -0.24; C -0.57; Cl 0.74; C -0.14